1.
{
  "formula": "C5H5F5N2",
  "method": "ωB97M-V/def2-TZVPD",
  "species": ["F", "F", "F", "F", "F", "N", "N", "C", "C", "C", "C", "C", "H", "H", "H", "H", "H"],
  "coordinates": [[-2.90, 0.49, -1.63], [-1.22, -1.80, -2.03], [-2.64, -2.08, -3.62], [-2.68, 0.89, -3.77], [-0.79, -1.16, -4.01], [-0.40, 0.83, -1.10], [0.77, 0.41, -1.27], [-2.14, 0.22, -2.78], [1.40, 0.14, -0.05], [-1.72, -1.20, -3.07], [-0.70, 0.93, 0.14], [0.51, 0.75, 1.02], [-1.68, 1.15, 0.38], [0.37, 0.04, 1.88], [0.98, 1.73, 1.35], [1.38, -0.99, 0.09], [2.40, 0.56, -0.05]],
  "nbo_charge": [-0.35, -0.29, -0.34, -0.30, -0.30, -0.25, -0.12, 0.68, -0.31, 0.86, 0.10, -0.51, 0.20, 0.24, 0.24, 0.22, 0.23],
  "total_energy_ev": -21828.7757,
  "lumo_ev": [-0.062, -0.987],
  "e_above_lowest_ev": 0.256,
  "multiplicity": 1
}

2.
{
  "formula": "C3H3Cl2N3",
  "method": "ωB97M-V/def2-TZVPD",
  "species": ["Cl", "Cl", "N", "N", "N", "C", "C", "C", "H", "H", "H"],
  "coordinates": [[-0.81, -0.55, 1.95], [1.72, -1.43, 1.16], [0.94, 2.45, 0.94], [-1.16, 0.53, -0.92], [-0.01, -1.41, -1.37], [0.45, -0.13, 0.93], [0.97, 1.16, 1.21], [-0.17, -0.45, -0.63], [-1.15, 1.48, -0.18], [-1.42, 0.54, -1.85], [0.65, -2.20, -1.23]],
  "nbo_charge": [0.12, -0.01, -0.23, -0.85, -0.68, -0.29, 0.23, 0.49, 0.42, 0.40, 0.40],
  "total_energy_ev": -32671.0466,
  "lumo_ev": -0.761,
  "e_above_lowest_ev": 3.502,
  "multiplicity": 1,
  "smiles": "[H]/N=C(/N)C(Cl)(Cl)C#N"
}

3.
{
  "formula": "C42H82N2O32",
  "method": "ωB97M-V/def2-TZVPD",
  "species": ["O", "O", "O", "O", "O", "O", "O", "O", "O", "O", "O", "O", "O", "O", "O", "O", "O", "O", "O", "O", "O", "O", "O", "O", "O", "O", "O", "O", "O", "O", "O", "O", "N", "N", "C", "C", "C", "C", "C", "C", "C", "C", "C", "C", "C", "C", "C", "C", "C", "C", "C", "C", "C", "C", "C", "C", "C", "C", "C", "C", "C", "C", "C", "C", "C", "C", "C", "C", "C", "C", "C", "C", "C", "C", "C", "C", "H", "H", "H", "H", "H", "H", "H", "H", "H", "H", "H", "H", "H", "H", "H", "H", "H", "H", "H", "H", "H", "H", "H", "H", "H", "H", "H", "H", "H", "H", "H", "H", "H", "H", "H", "H", "H", "H", "H", "H", "H", "H", "H", "H", "H", "H", "H", "H", "H", "H", "H", "H", "H", "H", "H", "H", "H", "H", "H", "H", "H", "H", "H", "H", "H", "H", "H", "H", "H", "H", "H", "H", "H", "H", "H", "H", "H", "H", "H", "H", "H", "H"],
  "coordinates": [[-0.22, 3.44, -1.16], [2.12, -0.21, -3.73], [0.18, -2.38, -5.64], [-2.25, -3.95, 0.22], [-2.00, 4.98, -2.97], [-0.80, -1.04, -0.31], [-1.95, 1.72, 3.20], [1.23, 1.31, 5.67], [-3.50, -3.33, 2.02], [-3.59, -5.12, -5.20], [0.78, 2.50, 7.57], [-2.09, 7.15, -3.67], [0.38, 0.41, 7.51], [-0.13, 5.22, 0.23], [-0.01, -3.75, -3.96], [0.30, 0.73, -4.37], [-3.63, -2.87, -5.06], [2.87, 4.63, 3.40], [-2.02, 3.88, 0.06], [2.30, 1.71, -4.94], [3.28, -3.24, -0.43], [-3.01, -3.99, -3.32], [-2.25, 2.48, 5.25], [0.15, -1.71, 1.54], [5.43, -2.89, -1.01], [-3.22, 5.60, -4.72], [2.99, 3.08, 1.80], [1.45, -0.99, -0.12], [3.93, -3.59, -2.54], [3.62, -4.56, 4.42], [-1.76, -4.37, 2.40], [4.25, -2.73, 3.41], [0.62, -3.19, -4.83], [4.11, -3.46, 4.37], [-2.50, -3.86, 1.37], [0.34, -0.88, 6.87], [0.95, 3.11, 3.02], [-3.85, 5.28, 0.64], [-4.44, -2.64, 1.27], [3.98, 0.38, -2.29], [0.33, 7.34, -3.88], [-4.14, 1.65, 4.02], [4.56, -2.89, 5.71], [1.65, 0.80, -4.44], [1.27, 3.78, -1.48], [-2.74, -5.25, -2.78], [0.84, 2.07, 1.89], [-2.74, 2.03, 4.27], [0.35, -1.20, 0.32], [-3.69, 4.27, -4.77], [-2.66, 4.58, 1.16], [-0.40, 1.84, -4.95], [5.60, -2.86, 0.43], [-3.38, -4.08, -4.60], [-0.86, 7.48, -2.98], [2.04, -3.49, -4.93], [0.84, 1.40, 6.80], [-4.21, -2.81, -6.38], [6.99, -2.58, 0.81], [3.62, -0.22, -3.58], [-2.40, 5.85, -3.69], [2.33, 3.75, 2.81], [1.11, 3.69, 6.79], [-0.76, 4.27, -0.27], [-2.79, 1.06, 2.20], [2.28, 1.88, 1.51], [-3.13, -2.92, -7.43], [-4.25, 1.23, 2.52], [-0.81, -0.10, -1.41], [-2.03, -0.42, -2.38], [4.19, -3.22, -1.39], [-0.03, -5.91, 3.10], [1.97, -3.59, -0.92], [0.39, -1.93, 7.92], [1.28, -1.88, 2.35], [-0.77, -5.32, 1.88], [-0.78, -6.39, 3.74], [-4.75, 0.24, 2.37], [-3.53, -5.94, -3.01], [1.86, 3.43, 6.06], [2.03, -4.59, -1.40], [-4.78, 1.95, 1.89], [5.04, 0.55, -2.13], [7.38, -1.70, 0.30], [-0.56, -0.99, 6.21], [4.91, -2.10, 0.90], [-0.72, 6.77, -2.13], [-2.48, -3.81, -7.38], [0.44, 1.15, 2.31], [1.31, 7.34, -3.37], [-1.91, 5.27, 1.51], [-2.47, 1.59, 1.27], [7.70, -3.35, 0.57], [1.28, 4.67, -2.01], [1.04, -2.70, 3.07], [0.18, 2.38, 1.06], [-0.17, 1.80, -6.00], [2.72, 0.95, 1.98], [1.55, -2.84, -1.57], [-1.12, 8.50, -2.72], [-4.62, -1.82, -6.41], [2.22, -4.18, -5.82], [-0.07, 2.73, -4.41], [-2.80, 3.67, -5.03], [1.03, 2.65, 4.01], [1.49, -1.02, 2.98], [-4.00, -1.90, 0.52], [0.08, -0.28, -1.98], [0.34, 8.07, -4.73], [-4.83, 2.41, 4.37], [2.18, -2.22, 1.85], [1.16, -1.70, 8.68], [-4.96, -3.61, -6.54], [-4.51, 4.26, -5.49], [0.26, 4.11, 6.20], [3.69, -2.44, 6.17], [0.21, 3.99, 2.98], [-3.49, 6.13, 0.04], [3.49, 1.35, -2.18], [2.58, -2.56, -5.14], [-1.45, 1.68, -4.69], [4.05, 0.18, -4.51], [1.65, 2.85, -1.89], [-2.50, -2.04, -7.44], [-2.67, -5.10, -1.70], [0.47, -5.24, 3.74], [-3.97, 3.83, -3.80], [3.57, -0.20, -1.40], [0.01, -4.87, 1.23], [5.27, -2.09, 5.55], [-4.23, 5.83, 1.47], [5.25, -3.83, 0.89], [1.88, 3.98, -0.55], [1.25, -0.91, 6.24], [-2.45, 0.03, 2.18], [1.38, -3.54, 0.02], [2.41, -3.95, -4.05], [-1.31, -6.09, 1.30], [-2.81, 3.85, 1.92], [-1.82, -5.63, -3.27], [3.84, -1.33, -3.57], [0.35, 6.34, -4.36], [-5.08, -3.31, 0.69], [7.16, -2.24, 1.80], [2.50, 1.71, 0.40], [-4.63, 4.63, 0.28], [-5.11, -2.13, 1.99], [1.41, 4.48, 7.51], [-2.96, -0.01, -1.97], [-3.61, -3.04, -8.43], [4.93, -3.78, 6.28], [-4.37, 0.81, 4.60], [0.64, -2.87, 7.46], [0.73, -6.63, 2.77], [-0.85, 0.91, -1.04], [-0.62, -1.91, 8.38], [-1.84, 0.22, -3.20], [-2.00, -1.52, -2.63]],
  "mulliken_charge": [0.92, 0.16, -0.58, -0.29, -0.30, 0.65, 0.29, -0.63, -0.36, -0.62, -0.40, -0.37, -0.34, -0.64, -0.48, 0.10, -0.29, -0.63, 0.06, -0.65, -0.08, -0.02, -0.59, -0.13, -0.36, -0.40, -0.47, 0.08, -0.65, -0.54, -0.31, -0.41, 1.06, 0.86, 0.69, 0.29, 1.01, -1.63, -0.51, -0.63, -1.07, -0.92, -0.61, 0.26, -0.37, -0.40, 2.01, 0.29, 0.13, -0.41, -0.02, -0.78, 0.48, 0.68, 0.30, -0.78, 0.95, -0.27, -1.62, -0.36, 0.61, 0.30, -0.61, -0.10, 0.52, 0.63, -0.98, -0.30, 0.85, -0.99, 0.62, -1.52, 0.44, -1.42, -0.67, 0.38, 0.37, 0.09, 0.39, 0.32, 0.63, 0.23, 0.55, 0.38, 0.12, -0.03, -0.09, 0.28, -0.05, 0.36, 0.50, -0.26, 0.38, 0.26, 0.27, -1.59, 0.35, -0.15, -0.16, 0.30, 0.31, 0.32, 0.26, 0.05, -0.84, 0.15, 0.12, -0.16, 0.29, 0.37, 0.10, 0.32, 0.34, 0.29, 0.22, 0.13, 0.20, 0.31, 0.09, 0.14, 0.15, 0.56, -0.12, 0.22, -0.17, 0.30, 0.23, -0.23, -0.16, 0.30, 0.51, 0.22, 0.18, 0.07, -0.03, -0.92, 0.30, 0.44, -0.18, 0.24, 0.15, 0.20, 0.35, 0.43, -0.40, 0.30, 0.19, 0.28, 0.43, 0.36, 0.28, 0.39, 0.40, 0.38, -0.48, 0.38, -0.19, 0.08],
  "total_energy_ev": -113378.0043,
  "lumo_ev": -0.202,
  "multiplicity": 1,
  "smiles": "C[N+](=O)[O-].C[N+](=O)[O-].CCOC(=O)OC.CCOC(=O)OC.CCOC(=O)OC.CCOC(=O)OC.CCOC(=O)OC.CCOC(=O)OC.CCOC(=O)OC.CCOC(=O)OC.O=C1CCCO1.O=C1CCCO1"
}

Please write out number 1 again, unchanged.
{
  "formula": "C5H5F5N2",
  "method": "ωB97M-V/def2-TZVPD",
  "species": ["F", "F", "F", "F", "F", "N", "N", "C", "C", "C", "C", "C", "H", "H", "H", "H", "H"],
  "coordinates": [[-2.90, 0.49, -1.63], [-1.22, -1.80, -2.03], [-2.64, -2.08, -3.62], [-2.68, 0.89, -3.77], [-0.79, -1.16, -4.01], [-0.40, 0.83, -1.10], [0.77, 0.41, -1.27], [-2.14, 0.22, -2.78], [1.40, 0.14, -0.05], [-1.72, -1.20, -3.07], [-0.70, 0.93, 0.14], [0.51, 0.75, 1.02], [-1.68, 1.15, 0.38], [0.37, 0.04, 1.88], [0.98, 1.73, 1.35], [1.38, -0.99, 0.09], [2.40, 0.56, -0.05]],
  "nbo_charge": [-0.35, -0.29, -0.34, -0.30, -0.30, -0.25, -0.12, 0.68, -0.31, 0.86, 0.10, -0.51, 0.20, 0.24, 0.24, 0.22, 0.23],
  "total_energy_ev": -21828.7757,
  "lumo_ev": [-0.062, -0.987],
  "e_above_lowest_ev": 0.256,
  "multiplicity": 1
}